ORCA calculation (ωB97M-V with the def2-TZVPD basis set) on a molecular structure, C22H59BGaN2O10.

* strongest force on any atom: 1.04 eV Å⁻¹
* electronic energy: -100275.7533 eV
* charge: -1

XYZ file:
```
95
Properties=species:S:1:pos:R:3:forces:R:3:lowdin_charge:R:1
C -2.636549 -0.092791 -0.774558 -0.311 -0.349 -0.045 -0.061
C -2.549482 -1.498054 -0.183010 0.051 0.331 -0.037 -0.527
N -2.353386 -1.642939 1.072584 -0.015 -0.222 0.176 0.092
C -2.727490 -2.640569 -1.100015 -0.152 0.292 0.178 -0.232
Ga -1.086533 -3.899477 -1.345078 0.011 -0.151 0.211 0.490
C -0.217328 -4.156768 0.494532 0.311 0.094 -0.001 -0.216
C 1.178542 -4.676219 0.479226 0.168 -0.437 0.153 -0.252
C 2.212167 -3.952960 -0.128088 0.221 -0.002 0.042 -0.065
C 3.531242 -4.387278 -0.138554 -0.041 -0.143 0.292 -0.112
C 3.875975 -5.584562 0.477799 -0.381 -0.123 0.091 -0.124
C 2.869415 -6.333256 1.081600 -0.175 0.538 -0.206 -0.076
C 1.537681 -5.899342 1.091942 0.461 -0.061 0.168 -0.222
C 0.525728 -6.764797 1.795429 -0.236 -0.083 -0.665 -0.059
B 0.239482 -3.370654 -2.919614 0.738 0.403 0.175 -0.600
O 1.287366 -4.232733 -3.216201 -0.851 -0.507 -0.313 0.054
N 0.143837 -2.199334 -3.851281 -0.356 -0.193 0.081 -0.176
C -0.675730 -2.521391 -5.017454 0.267 -0.009 -0.037 -0.116
C -0.379151 -1.006832 -3.204383 -0.477 0.003 -0.260 -0.143
H -1.655949 0.279267 -1.057799 0.091 0.144 -0.010 0.052
H -3.288900 -0.099258 -1.645771 0.067 0.117 -0.184 0.065
H -3.094177 0.560670 -0.033075 0.152 0.207 0.108 0.060
H -2.260264 -0.728934 1.511018 -0.022 0.057 0.071 0.022
H -3.514047 -3.266257 -0.678792 0.092 -0.293 0.029 0.050
H -3.086811 -2.263544 -2.057120 0.002 -0.158 -0.171 0.030
H -1.714503 -5.338947 -1.766704 -0.038 0.047 -0.054 -0.055
H -0.216694 -3.210013 1.035366 -0.149 0.220 -0.163 0.049
H -0.870670 -4.814529 1.055462 -0.134 -0.084 0.081 0.032
H 1.971495 -3.018730 -0.617462 -0.106 0.069 -0.046 0.099
H 4.308478 -3.796630 -0.605985 -0.015 0.108 -0.148 0.085
H 4.895763 -5.942245 0.505217 0.115 0.046 -0.080 0.081
H 3.121199 -7.260664 1.578050 0.009 -0.128 0.050 0.090
H 1.004226 -7.572612 2.343432 0.124 0.033 0.213 0.063
H -0.105769 -7.244221 1.042819 -0.165 -0.011 -0.004 0.089
H -0.147043 -6.200626 2.434135 0.050 0.060 0.221 0.052
H 1.456598 -4.203339 -4.167020 0.535 0.318 0.029 0.076
H -0.161304 -3.211315 -5.686502 0.023 -0.154 -0.014 0.073
H -1.636823 -2.966862 -4.728959 -0.144 0.011 -0.069 0.086
H -0.883205 -1.623564 -5.599113 0.007 0.137 -0.053 0.074
H -1.473330 -0.954210 -3.283117 -0.101 -0.022 0.123 0.066
H -0.000632 -0.095848 -3.674853 0.210 0.059 -0.021 0.076
H -0.141114 -0.987753 -2.145397 0.208 0.004 0.080 0.067
C -0.489806 3.226603 -2.057048 0.275 -0.158 0.019 -0.134
O 0.251377 2.169121 -1.449008 0.162 0.062 0.159 -0.133
H -1.541598 3.027209 -1.888404 0.093 0.013 -0.009 0.044
H -0.232309 4.189146 -1.605268 -0.100 0.048 -0.047 0.077
H -0.295990 3.260992 -3.133396 -0.046 0.064 -0.001 0.080
H 1.186639 2.332267 -1.603610 -0.015 -0.124 -0.295 0.071
C 5.969623 -1.623401 1.497775 -0.336 0.015 -0.296 -0.161
O 5.559085 -0.947179 0.309265 0.083 0.009 0.045 -0.135
H 6.845750 -1.122980 1.890369 0.042 0.067 -0.059 0.047
H 5.172973 -1.592426 2.246236 0.068 -0.101 0.071 0.081
H 6.221070 -2.663919 1.276386 0.017 -0.027 0.148 0.074
H 4.779853 -1.401680 -0.025415 -0.023 0.011 0.002 0.056
C -4.454527 4.847338 -1.481720 0.038 -0.243 0.228 -0.127
O -3.495448 3.788248 -1.388188 -0.362 0.143 -0.183 -0.149
H -4.147292 5.503434 -2.292971 0.051 -0.039 -0.024 0.083
H -5.448739 4.448819 -1.700665 -0.031 0.094 -0.043 0.083
H -4.494007 5.420033 -0.555584 -0.063 0.095 -0.052 0.058
H -3.770488 3.210866 -0.668800 0.088 -0.089 -0.022 0.084
C -0.945812 -6.574659 5.336827 0.005 0.340 0.016 -0.175
O -1.643218 -5.626409 4.541760 -0.046 -0.262 0.128 -0.121
H -0.942343 -7.524993 4.809076 -0.029 0.030 -0.079 0.074
H 0.088388 -6.253438 5.492304 0.043 -0.149 0.048 0.077
H -1.431595 -6.711345 6.308887 0.043 -0.076 0.012 0.068
H -1.630684 -4.789525 5.012757 -0.016 0.102 -0.151 0.075
C -3.120051 1.884161 -4.723541 -0.079 0.053 0.220 -0.155
O -4.364226 1.990358 -4.043752 0.002 0.096 -0.127 -0.127
H -3.239673 1.150007 -5.516832 -0.016 -0.021 0.000 0.077
H -2.829504 2.842098 -5.167570 0.057 -0.033 -0.043 0.075
H -2.330262 1.545909 -4.047112 0.046 -0.028 -0.067 0.060
H -4.250359 2.638284 -3.340311 0.075 -0.068 0.167 0.037
C -4.485786 7.690236 1.774420 -0.041 0.163 -0.253 -0.160
O -5.273874 7.483759 0.607196 -0.009 -0.049 0.079 -0.131
H -4.656307 6.855287 2.449401 -0.042 -0.036 -0.042 0.080
H -3.424684 7.731610 1.514746 0.036 0.011 0.148 0.080
H -4.778887 8.620215 2.267875 0.091 -0.029 0.107 0.066
H -5.114116 8.228761 0.020659 -0.019 0.022 0.001 0.073
C 8.726510 -1.282681 4.719375 0.107 -0.099 -0.178 -0.154
O 8.573217 -1.674634 3.360598 0.091 0.048 0.207 -0.130
H 7.780811 -0.856769 5.044291 -0.024 -0.001 -0.025 0.080
H 8.963794 -2.141540 5.353164 -0.022 0.042 0.069 0.074
H 9.510407 -0.527517 4.826606 -0.027 0.021 0.076 0.073
H 9.405476 -2.053198 3.065974 -0.022 -0.026 -0.064 0.077
C 2.589189 4.057397 0.725935 -0.145 -0.219 -0.060 -0.174
O 1.826624 2.944334 1.158987 0.171 0.146 -0.051 -0.118
H 2.969064 4.563389 1.610820 0.004 0.004 0.017 0.073
H 3.439912 3.743367 0.112244 0.039 0.088 0.006 0.077
H 1.973530 4.762821 0.156172 0.067 0.061 -0.004 0.068
H 1.490561 2.498892 0.372580 -0.301 -0.075 0.226 0.040
C -2.826079 11.179857 2.079389 -0.071 0.143 -0.342 -0.154
O -3.615664 10.970227 0.908449 0.025 -0.101 0.161 -0.134
H -2.998728 10.345986 2.754066 -0.032 -0.026 -0.026 0.068
H -1.765171 11.218031 1.820906 0.035 -0.011 0.141 0.078
H -3.117248 12.110032 2.573475 0.071 -0.040 0.116 0.076
H -3.451685 11.709323 0.317523 -0.050 -0.024 -0.069 0.071
```
Positions in Å, forces in eV/Å.